[1]
29
Properties=species:S:1:pos:R:3:forces:R:3 method="wB97M-V/def2-TZVPD" smiles="COC1=CC=N[C@@](CS(N)(=O)=O)(OC)C1" total_energy_ha=-1121.77824 de_lowest_ev=0.688 gap_ev=9.365 mol_weight_g_mol=234.3
C 3.4218 -1.1781 1.1877 -0.1 0.9 -1.2
O 2.3498 -2.1342 1.0929 0.1 -0.2 -0.5
C 1.0881 -1.7667 0.7094 1.5 2.2 1.0
C 0.2579 -2.5877 0.1220 -0.1 -2.3 0.0
C -1.1125 -2.1985 -0.0388 1.1 -0.1 0.2
N -1.6120 -1.0663 0.0620 -0.8 1.4 -0.2
C -0.6992 0.0102 0.2792 0.8 -0.8 1.1
C -0.1680 0.5166 -1.0372 -0.8 -0.4 -1.6
S -1.4708 0.7091 -2.4046 1.4 -0.5 1.6
N -0.5257 1.5639 -3.5028 -2.8 2.1 1.5
O -1.7843 -0.6124 -2.8658 0.3 0.2 -0.5
O -2.5254 1.5519 -1.9413 0.0 0.5 -0.5
O -1.2600 0.9425 1.1036 -1.7 2.1 0.3
C -2.6515 1.2581 0.9388 -1.3 -1.0 1.7
C 0.5007 -0.4281 1.1575 1.5 0.1 -0.4
H 4.3559 -1.6855 1.4239 -0.3 -0.5 -0.1
H 3.2133 -0.5335 2.0390 0.1 0.5 -0.3
H 3.6413 -0.5937 0.1906 -0.8 -1.0 1.9
H 0.4360 -3.6653 0.0842 0.4 0.4 -0.5
H -1.7617 -2.9632 -0.2413 -1.7 -2.0 -0.6
H 0.5032 -0.3123 -1.3565 -0.2 0.9 -0.4
H 0.2997 1.4883 -0.9272 0.2 0.0 0.0
H 0.0291 0.9337 -3.9633 1.6 -1.6 -1.8
H -1.0674 2.2328 -4.0960 0.6 -1.1 0.7
H -2.9641 1.8717 1.8292 0.4 -1.6 0.1
H -3.2626 0.3089 0.6905 0.9 1.7 0.9
H -2.9438 2.0083 0.2687 0.6 0.7 -2.1
H 0.1109 -0.6102 2.1741 0.2 0.3 -0.3
H 1.2775 0.4002 1.1798 -1.0 -0.9 0.1

---

[2]
25
Properties=species:S:1:pos:R:3:forces:R:3 method="wB97M-V/def2-TZVPD" total_energy_ha=-477.05890 de_lowest_ev=6.476 gap_ev=9.015 mol_weight_g_mol=152.2 charge=+1
C -1.1853 2.4726 -0.5261 -2.7 5.3 -1.6
C -1.3687 -0.9349 -3.0627 0.9 2.2 1.3
C 1.7768 -0.5217 2.9308 -1.8 0.3 1.7
C -0.7530 1.3340 -0.2947 4.5 -5.9 1.5
C 0.8311 -0.4310 0.6130 0.0 0.5 -0.6
C 2.9654 0.1962 3.3490 0.5 4.4 -0.3
C 1.4153 -1.5273 -0.2147 2.8 1.3 1.6
C -3.2870 0.0118 -2.0547 0.5 2.1 0.8
N -1.9176 -0.3713 -2.0704 0.0 -0.2 -1.4
N 1.1152 -0.4297 1.8773 -0.1 -0.1 -0.8
N -0.0402 0.3689 0.0650 -1.9 2.3 -0.2
H -1.3391 3.0647 0.3851 0.1 -0.2 -0.2
H -3.5257 -0.5410 -1.1884 -1.8 -0.4 1.1
H -0.3158 -0.7876 -2.8621 0.8 -1.4 -1.1
H -1.8096 -1.0497 -4.0342 -0.2 -0.6 -0.4
H 1.2043 -0.9419 3.7886 0.5 -0.5 -0.6
H 2.8031 0.6794 4.3856 0.0 -0.7 -1.7
H 3.8590 -0.3117 3.4692 1.5 -1.9 0.3
H 3.3148 1.0232 2.6013 -1.1 -1.3 1.2
H 2.4882 -1.6629 0.0567 -0.7 0.0 0.4
H 1.5462 -1.3060 -1.2241 -1.0 0.2 -1.8
H 0.9104 -2.3724 0.0965 -1.1 -2.1 -0.2
H -3.1913 1.1170 -1.7181 -0.9 -1.6 -0.7
H -3.9710 -0.1233 -2.9094 0.6 -0.1 0.1
H -1.5254 3.0443 -1.4586 0.7 -1.5 1.3

---

[3]
30
Properties=species:S:1:pos:R:3:forces:R:3 method="wB97M-V/def2-TZVPD" total_energy_ha=-971.04069 gap_ev=8.538 mol_weight_g_mol=423.4 charge=+1
C 0.6496 1.1095 -2.8700 0.1 -0.1 -0.6
Pb 0.6479 -0.4509 -0.4712 -0.5 0.4 1.5
N -0.2534 -1.2489 1.7675 -0.1 0.0 0.3
N -1.7727 0.0040 -0.2885 0.0 0.1 -0.2
H -0.9195 -0.5450 2.1365 0.5 -0.4 -0.2
H 1.0259 0.0623 -2.7738 -0.2 0.9 -0.3
H 1.4764 1.7313 -3.2322 -0.2 -0.2 0.0
H 0.2780 1.5857 -1.9513 0.1 -0.2 -0.1
H -0.1599 1.1031 -3.6070 0.2 0.0 0.1
H -1.8159 0.6343 0.5320 0.1 -0.2 -0.3
H -2.3050 -0.8472 -0.1022 -0.1 0.3 -0.1
H -2.2019 0.4826 -1.0834 0.0 -0.1 0.3
H -0.7184 -2.1510 1.6585 0.1 0.2 0.2
H 0.4534 -1.3599 2.4979 -0.2 -0.1 -0.1
O -0.7310 1.4474 2.2830 1.3 0.2 -0.8
C 0.3980 1.6320 1.7911 -0.6 -0.1 0.1
O 0.6500 1.5787 0.4950 -0.2 -0.8 0.1
C 1.6144 1.8421 2.6476 0.7 0.0 0.5
C 2.9096 1.7994 2.0795 -0.4 0.1 0.0
C 4.0438 1.7914 2.8813 0.0 0.0 0.6
C 3.8918 1.8474 4.2804 -2.2 -0.3 -1.6
C 2.6132 1.9945 4.8596 0.7 -0.1 -0.2
C 1.4854 1.9741 4.0462 0.2 0.1 -0.6
N 4.9981 1.4908 5.0917 3.3 -0.6 2.5
O 6.0860 1.2143 4.5396 -2.2 0.6 0.7
O 4.8457 1.4438 6.3314 -0.1 0.2 -2.4
H 3.0349 1.7564 0.9931 -0.1 0.0 0.5
H 5.0421 1.6974 2.4534 -0.3 0.0 0.2
H 2.5319 2.0732 5.9390 0.0 -0.1 -0.2
H 0.4923 2.0493 4.4787 0.2 0.0 0.0

---

[4]
26
Properties=species:S:1:pos:R:3:forces:R:3 method="wB97M-V/def2-TZVPD" total_energy_ha=-531.82394 de_lowest_ev=13.311 gap_ev="6.137 / 6.160" mol_weight_g_mol=166.2
C -1.3188 -1.1407 -1.4931 -0.5 1.1 0.6
C 0.8135 -0.1489 -0.0072 2.3 1.3 -1.6
C 2.6722 0.7708 -2.0880 -1.6 1.7 -0.1
C -0.4576 -2.4157 -1.4168 -2.6 0.0 2.3
C -0.4332 0.6599 0.0327 -1.1 -2.0 -0.6
C -0.1817 2.0749 -0.4504 0.3 2.0 1.3
C -1.3435 -0.4585 2.2367 -0.5 -0.9 1.2
C -1.0383 0.7887 1.4409 0.0 1.3 -0.7
N 1.1024 -1.3600 -0.0496 0.3 2.0 1.5
N -1.4043 -0.0040 -0.9027 0.6 -0.5 -0.3
N 0.7113 -3.6243 0.2565 -1.0 1.6 -1.2
N 0.4293 -2.4340 -0.2281 -0.7 -3.7 -0.8
H -2.1069 -1.2295 -2.2508 0.1 -0.5 0.1
H 3.1537 -0.1485 -1.8554 0.2 -1.4 0.0
H 1.7654 0.6395 -2.7758 1.0 -0.5 0.8
H -1.1700 -3.2917 -1.2133 1.0 1.2 -0.7
H 0.0277 -2.5055 -2.3443 1.1 -0.5 -1.0
H 0.2494 2.3238 -1.3843 0.1 -0.9 -1.6
H 0.6396 2.4596 0.1575 0.0 -0.1 0.5
H -0.9775 2.8488 -0.3115 0.0 -1.2 0.1
H -1.9428 -0.1797 3.1493 0.0 -0.3 -1.2
H -0.4768 -0.9015 2.7645 0.1 0.2 -0.8
H -1.8293 -1.2948 1.6592 0.2 1.0 0.6
H -0.1743 1.3394 1.9371 -1.7 0.0 -0.1
H -1.9945 1.4097 1.1719 1.8 -0.8 1.3
H 1.3779 -3.4631 0.9904 0.5 0.1 0.6

---

[5]
26
Properties=species:S:1:pos:R:3:forces:R:3 method="wB97M-V/def2-TZVPD" total_energy_ha=-1182.64391 de_lowest_ev=1.946 gap_ev="6.754 / 6.756" mol_weight_g_mol=203.2
C -2.0167 -0.5998 -1.2466 -0.3 0.4 -1.5
C -2.7981 1.6771 -1.1422 -1.4 1.6 -1.9
C -2.6258 0.4227 -1.8585 -0.3 -1.4 -2.2
C 0.5052 -0.8268 -0.2038 -2.1 2.5 -0.1
C 1.5482 -1.5895 2.0115 -0.3 4.2 0.7
C 1.8241 0.8110 1.3380 -2.0 -1.5 -3.7
C 2.8437 -1.1218 0.0346 -2.4 -2.3 -1.2
C 1.6168 -0.6930 0.8239 1.8 2.0 -2.4
N -3.3957 2.6650 -1.8958 -0.8 1.4 3.1
O -1.6304 -0.9408 1.4666 -2.0 -1.2 4.0
P -1.0896 -0.3411 0.2990 2.7 -1.1 -4.0
S -2.3852 1.8707 0.4362 0.3 0.0 0.2
H -1.9652 -1.5028 -1.8780 0.3 0.2 0.9
H -3.0248 0.2325 -2.9864 0.8 0.9 2.9
H 0.6378 -0.4212 -1.2769 0.4 -0.6 1.6
H 0.6951 -1.2542 2.5645 -0.8 -0.9 0.6
H 2.4142 -1.3037 2.5718 0.7 -0.4 0.7
H 1.6224 -2.4926 1.6007 -0.3 -4.3 -0.6
H 1.5847 1.4769 0.4687 0.0 -0.4 0.9
H 1.0182 0.7694 2.0131 -0.6 1.3 1.5
H 2.7892 1.0672 1.6334 1.5 0.0 1.2
H 3.0242 -0.5809 -0.8505 0.4 1.2 -0.8
H 2.6129 -2.1543 -0.3699 0.5 0.7 0.5
H 3.6287 -1.1868 0.6832 2.6 -0.1 1.4
H -3.9033 3.4926 -1.3572 1.8 -2.4 -1.9
H -3.5307 2.5241 -2.8796 -0.3 0.0 -0.1

---

[6]
23
Properties=species:S:1:pos:R:3:forces:R:3 method="wB97M-V/def2-TZVPD" smiles="C=C[C@@H](C)C=O.C=CC" total_energy_ha=-388.39140 de_lowest_ev=1.376 gap_ev=10.467 mol_weight_g_mol=126.2
C 1.4437 -2.0272 0.1106 0.1 -0.1 0.0
C 1.7691 -0.7591 -0.0661 0.0 0.2 0.0
C 1.2170 0.1677 -1.1088 -0.2 0.2 0.5
C 0.1199 -0.4000 -1.9850 -0.6 -0.1 0.4
C 0.7783 1.4974 -0.4550 1.0 0.0 -1.1
O 1.3170 1.9971 0.4961 -0.3 -0.1 0.2
H 0.7474 -2.5463 -0.5264 -0.2 0.0 -0.2
H 1.8778 -2.6071 0.9098 0.1 0.0 0.1
H 2.4691 -0.2799 0.6067 0.1 -0.1 0.1
H 2.0536 0.4903 -1.7470 0.0 0.0 0.0
H -0.7778 -0.5862 -1.3627 0.6 -0.1 -0.5
H -0.1622 0.3113 -2.7602 0.0 0.0 -0.1
H 0.4262 -1.3241 -2.4673 0.0 -0.1 0.0
H 0.0803 2.0693 -1.0989 -0.2 0.0 0.3
C -2.2621 0.3718 0.1301 -0.1 0.3 0.6
C -1.5136 0.9575 1.0631 -0.9 -0.3 0.3
C -0.8351 0.2282 2.1761 0.3 0.0 -0.3
H -2.4158 -0.6975 0.1228 0.2 -0.2 -0.1
H -2.8495 0.9445 -0.5695 0.0 0.1 -0.2
H -1.5126 2.0371 1.1507 0.2 0.1 -0.3
H 0.1945 0.5800 2.2746 0.0 -0.1 0.1
H -1.3472 0.4201 3.1158 -0.1 0.0 0.1
H -0.8180 -0.8450 1.9903 0.0 0.0 0.0

---

The max |F| results, record by record, are as follows: 0.0731 0.1466 0.0807 0.0753 0.0957 0.0297 hartree/bohr.